# C39H132F6FeN26O31S

A structure of composition C39H132F6FeN26O31S at a distorted geometry (wB97M-V/def2-TZVPD, OMol25).

Structure (XYZ):
```
236
Properties=species:S:1:pos:R:3:forces:R:3
Fe -1.8650 -2.6374 2.8850 2.099 3.437 0.163
C -6.0413 -1.1502 1.7641 0.766 0.053 2.318
F -6.9679 -0.2405 2.0022 -0.239 0.187 -0.123
F -6.4251 -2.2946 2.3906 0.308 0.374 -0.796
F -5.8824 -1.2971 0.4855 -0.075 -0.531 -0.748
S -4.4366 -0.5010 2.5605 0.259 1.059 -1.549
O -4.0641 0.5193 1.5513 -0.443 -1.468 1.572
O -4.8171 -0.0431 3.8941 0.726 -0.795 -1.455
O -3.4552 -1.6317 2.4759 -1.825 0.880 0.130
C -0.1356 0.0338 1.9876 -1.421 -1.324 0.646
O -0.7405 -0.2138 0.7701 -0.028 1.621 -2.513
O -0.6284 -1.0705 2.7157 0.941 -0.976 0.703
C 1.4682 0.2329 1.8026 -2.408 -1.251 -1.274
F 2.1725 0.0532 2.9194 -0.328 0.303 -0.077
F 1.8645 -0.6450 0.8706 0.475 -0.279 0.462
F 1.7304 1.4387 1.2616 -0.074 -0.172 0.861
C -0.6832 0.7589 -0.3348 0.312 0.110 -1.083
C -1.8941 0.6906 -1.2792 0.530 -0.125 0.994
H -2.7594 0.9814 -0.6835 -0.456 -0.775 -0.510
H -1.7783 1.4378 -2.0643 0.175 0.129 -0.011
H -1.9426 -0.2783 -1.7761 -0.471 -0.094 0.240
H 0.1825 0.6179 -0.9820 0.461 -0.615 0.359
H -0.5844 1.8175 -0.0946 0.046 -0.102 1.173
H -0.5713 0.9006 2.4845 0.397 0.686 -0.027
C -0.8386 -3.1954 -1.1430 -1.392 -0.120 -0.888
C -2.0464 -3.0110 -0.1736 -0.009 -0.784 -0.888
C -3.2492 -3.8973 -0.5526 0.458 1.610 0.289
O -4.2543 -3.7095 0.4124 -0.447 -0.143 0.442
C -5.3583 -4.5700 0.1686 -0.082 0.363 0.296
N -1.5238 -3.4966 1.1052 1.439 -0.673 -0.231
H -1.0152 -2.7737 -2.1325 -0.096 -0.030 0.170
H -0.7641 -4.2705 -1.3065 0.167 -0.190 -0.126
H 0.1519 -2.8828 -0.8123 -0.315 0.427 0.478
H -2.4199 -1.9947 -0.0490 0.302 0.058 -0.043
H -3.0051 -4.9594 -0.5336 0.334 -0.134 -0.791
H -3.6105 -3.4463 -1.4768 -0.043 -0.855 -0.642
H -5.6723 -4.5534 -0.8751 -0.034 0.159 -0.126
H -6.1679 -4.2091 0.8030 -0.043 -0.144 -0.119
H -5.1282 -5.6042 0.4246 0.131 -0.192 0.077
H -1.4982 -4.5061 1.0896 -1.280 -0.788 0.258
H -0.5454 -3.4969 0.8546 1.327 1.108 1.054
C -1.6336 -0.8406 -4.9208 0.143 -1.141 0.550
C -0.2673 -1.4857 -4.5043 -1.083 1.483 -1.059
C -0.0933 -2.9587 -5.0337 0.517 1.752 0.024
O -0.8762 -3.8813 -4.3318 -1.099 0.859 0.111
C -1.0515 -5.0916 -5.0450 0.915 0.139 0.594
N 0.7814 -0.5231 -5.0181 -0.561 -2.304 0.086
H -2.4886 -1.4867 -4.7213 -0.022 -0.363 0.193
H -1.6966 -0.6397 -5.9903 0.445 0.177 0.035
H -1.8248 0.0519 -4.3249 0.289 0.269 -0.127
H -0.2202 -1.5123 -3.4157 -0.077 -0.237 0.180
H 0.9710 -3.1623 -4.9162 0.346 -0.356 0.030
H -0.3018 -3.0248 -6.1016 -0.117 0.251 -0.199
H -0.0638 -5.5377 -4.9281 -0.174 -1.032 -0.444
H -1.2802 -4.9579 -6.1024 -0.078 0.231 -0.068
H -1.8453 -5.6705 -4.5729 0.202 0.016 0.066
H 1.6499 -0.8970 -4.6632 0.365 0.141 -0.435
H 0.7607 0.3718 -4.5504 -0.585 0.247 0.109
C 8.0685 -3.2562 0.0693 0.246 -0.527 -0.311
C 8.5927 -1.8620 0.0583 -0.665 0.789 -0.943
C 7.4647 -0.8693 0.3588 0.823 1.132 -0.045
O 6.4312 -0.7918 -0.6054 -0.841 0.627 0.453
C 5.2705 0.0019 -0.1353 1.036 -1.267 -0.919
N 9.7618 -1.7223 0.9169 -0.640 -0.393 1.073
H 7.1960 -3.3885 -0.5705 0.152 0.179 -0.264
H 7.7086 -3.5080 1.0669 0.345 -0.255 0.243
H 8.8950 -3.8734 -0.2828 -0.310 -0.606 0.306
H 9.0097 -1.6006 -0.9143 -0.521 -0.109 -0.485
H 8.0340 0.0597 0.3275 -0.312 0.764 0.314
H 7.0497 -0.9775 1.3609 -0.007 -0.355 0.230
H 4.7169 0.2492 -1.0411 -0.086 -0.126 0.128
H 5.5106 0.9499 0.3460 0.469 -0.099 0.133
H 4.6887 -0.6510 0.5153 -0.173 0.188 0.149
H 9.9250 -0.7671 1.2017 0.110 0.500 -0.480
H 9.4841 -2.1353 1.7958 0.267 -0.478 0.459
C -5.4427 -1.5878 -3.4342 -0.679 -0.447 -1.295
C -5.7879 -1.5877 -4.9596 0.303 -0.528 0.677
C -6.9951 -2.4369 -5.3180 0.465 1.202 -0.331
O -6.7284 -3.7832 -5.1636 -1.520 -1.697 0.971
C -7.9610 -4.5359 -5.1242 0.324 -1.201 -0.862
N -6.0143 -0.2276 -5.4059 -0.020 -0.099 0.367
H -5.4287 -2.6223 -3.0911 -0.047 0.001 0.181
H -6.2832 -1.0514 -2.9939 0.023 -0.039 0.478
H -4.4897 -1.1285 -3.1716 0.017 0.189 -0.200
H -4.9795 -2.0240 -5.5464 0.436 -0.316 0.191
H -7.1129 -2.2192 -6.3795 -0.620 0.009 -0.326
H -7.8847 -2.1221 -4.7724 -0.157 0.091 0.124
H -8.4483 -4.6398 -6.0936 0.082 0.803 -0.495
H -8.7589 -4.2544 -4.4370 0.480 0.733 0.408
H -7.7767 -5.5958 -4.9488 0.714 0.119 0.540
H -5.0750 0.1226 -5.5288 -0.113 0.704 0.014
H -6.3695 -0.2362 -6.3514 -0.302 -0.056 -0.206
C 4.8212 4.2753 0.1761 1.950 -0.168 0.058
C 3.5481 4.9319 0.5429 -0.553 0.742 -0.721
C 3.2819 6.2294 -0.3969 0.824 -0.781 0.969
O 2.0312 6.8669 -0.1845 -0.063 -0.877 0.479
C 1.2767 7.0734 -1.3846 1.759 0.994 -0.027
N 2.5290 3.9524 0.2654 -1.600 -0.068 -0.593
H 5.1485 3.5022 0.8712 -0.371 -0.117 0.462
H 5.6694 4.9599 0.1808 0.075 0.154 -0.381
H 4.7375 3.7329 -0.7657 0.014 0.461 -0.313
H 3.4557 5.0776 1.6191 0.575 1.185 0.106
H 3.4915 5.9348 -1.4252 -0.873 -0.581 -0.289
H 4.0834 6.9633 -0.3135 0.156 0.191 0.923
H 1.8632 7.8235 -1.9151 0.040 -0.010 -0.743
H 0.3620 7.6318 -1.1857 -0.327 -0.970 0.234
H 1.2882 6.1521 -1.9671 -0.871 0.177 0.015
H 1.6931 4.5019 0.4045 -1.045 -0.173 -0.131
H 2.4207 3.2626 0.9952 0.538 0.076 0.171
C -0.2630 6.3057 3.7947 -0.367 1.304 0.843
C 0.5085 5.2940 3.0200 0.970 0.146 0.886
C 0.4322 3.8944 3.6284 0.147 -1.616 -0.027
O 1.0958 3.7168 4.9003 1.062 -0.395 0.032
C 1.7504 2.4221 5.0459 -0.747 0.977 0.017
N 0.1614 5.3453 1.6299 -0.533 -1.412 -0.605
H 0.0195 6.4258 4.8405 0.017 -0.476 0.196
H -1.3385 6.1434 3.7221 -0.098 -0.227 0.033
H -0.0975 7.3058 3.3940 0.048 0.013 -0.307
H 1.5751 5.5104 3.0800 0.227 0.290 0.111
H 0.8821 3.1889 2.9298 0.196 0.076 -0.345
H -0.5609 3.4827 3.8086 -0.672 0.440 -0.327
H 1.0684 1.6110 4.7908 -0.173 -0.094 -0.123
H 2.0580 2.2812 6.0821 -0.239 0.342 0.126
H 2.6626 2.3019 4.4616 -0.023 0.350 -0.441
H -0.8288 5.1724 1.5314 -0.281 0.190 -0.251
H 0.3912 6.2103 1.1619 0.194 0.163 0.290
O -0.3451 -3.8219 3.6394 -0.559 -0.521 -0.363
H 0.2691 -3.4003 4.2404 0.878 0.585 0.793
H -0.0144 -4.7152 3.5459 0.071 -0.285 -0.277
O -5.1489 5.6149 -0.7753 -0.673 0.761 0.361
H -4.6697 5.6819 0.0507 0.187 0.188 0.426
H -4.8844 4.7697 -1.1383 -0.014 -0.686 -0.178
O -3.7479 1.1130 -5.9975 0.127 0.239 -0.251
H -3.6740 1.8394 -6.6165 0.034 0.183 -0.170
H -2.8868 1.0626 -5.5826 0.471 0.213 0.217
O 4.2098 -2.4894 6.5519 -0.181 -0.073 0.041
H 5.0570 -2.7855 6.8848 0.280 -0.195 -0.058
H 4.0933 -1.6189 6.9324 -0.100 0.311 0.097
O 0.4374 -1.0210 6.6297 1.099 -0.288 0.371
H -0.0940 -1.2503 7.3922 -0.281 -0.148 0.085
H -0.0681 -0.3441 6.1797 -0.767 0.424 -0.551
O 0.4241 4.9161 -4.5472 0.459 -0.485 -0.440
H 1.1615 5.0744 -5.1367 0.323 -0.277 -0.380
H 0.1146 5.7903 -4.3100 -0.802 0.789 0.529
O -2.2862 -2.2496 4.8842 -0.178 -0.657 0.074
H -2.7905 -2.7368 5.5358 -0.058 -0.475 -0.011
H -2.0166 -1.4508 5.3375 0.406 1.413 -0.037
O -3.1077 -4.1894 3.2522 -0.385 -1.334 0.519
H -4.0328 -4.4202 3.1676 -0.513 0.409 -0.488
H -2.7521 -4.8410 3.8565 0.355 -0.287 0.377
O 2.0038 -2.6827 4.7428 -0.494 -0.057 -0.632
H 1.6344 -1.9536 5.2411 -0.384 0.337 0.481
H 2.8793 -2.8050 5.1099 0.536 -0.241 0.221
O -1.5863 2.9016 -4.6966 -0.365 -1.025 -0.159
H -0.6774 3.1886 -4.6079 0.472 0.313 -0.037
H -2.1032 3.6952 -4.5579 -0.053 -0.014 0.428
C 5.6509 -1.0481 3.7960 -2.134 -1.817 -0.969
O 5.4852 -2.2283 3.5606 -0.463 -1.354 -0.240
N 4.7424 -0.0985 3.7467 -3.528 0.693 -0.407
N 6.7578 -0.5180 4.1049 6.099 1.944 1.975
H 3.8124 -0.4284 3.5311 0.262 0.699 -0.028
H 5.0037 0.8766 3.7790 -0.588 -0.323 -0.197
H 7.5301 -1.1047 4.3870 -0.044 0.281 -0.100
H 6.6547 0.4088 4.4928 1.033 -0.311 0.144
C 2.6565 2.7079 -3.2060 0.760 1.256 0.175
O 2.8341 2.5560 -4.3813 -0.331 -0.538 -2.775
N 3.0411 1.8559 -2.2958 1.361 -3.876 1.365
N 2.2330 3.7986 -2.6216 -1.560 2.934 0.080
H 3.0836 2.0790 -1.3117 -0.043 -0.246 -0.261
H 3.3960 1.0257 -2.7485 0.154 -0.451 0.740
H 1.6555 4.3770 -3.2149 -0.156 0.249 0.399
H 2.1408 3.7441 -1.6173 -0.324 0.551 0.109
C -3.1730 4.0584 1.2437 -1.609 -0.924 -0.234
O -3.2016 5.2546 1.3408 0.290 2.659 0.663
N -3.9158 3.2194 1.9589 -1.062 -0.715 2.118
N -2.5760 3.4414 0.2445 2.005 -0.509 -1.645
H -3.9006 2.2263 1.7757 -0.181 0.202 0.226
H -4.5929 3.5801 2.6159 0.351 0.029 -0.110
H -2.4494 2.4394 0.2363 -0.147 0.582 -0.341
H -2.3754 4.0538 -0.5331 0.395 -0.579 -0.202
C 4.4561 -1.0095 -4.3615 -3.078 0.564 0.825
O 3.2921 -0.6756 -4.0823 1.043 0.054 -0.089
N 5.2677 -1.4926 -3.4934 1.562 -1.721 5.709
N 5.0887 -0.9873 -5.4714 0.591 0.811 -5.207
H 4.9474 -1.3279 -2.5498 0.735 -0.724 0.217
H 6.1252 -1.9836 -3.7025 -0.296 0.316 0.494
H 4.6512 -0.5288 -6.2578 0.562 -0.213 -0.209
H 6.0627 -1.2337 -5.3686 -0.301 0.625 -1.270
C -2.0018 1.4531 5.6665 -1.622 -2.968 -0.712
O -1.6708 0.2667 5.5049 0.490 -0.732 -0.593
N -1.3643 2.2006 6.4534 5.267 2.908 4.637
N -3.0920 1.9873 5.2406 -3.372 1.154 -2.069
H -0.5952 1.7470 6.9254 0.060 0.269 -0.085
H -1.4206 3.1858 6.6688 -0.469 -0.197 -0.576
H -3.3512 2.8958 5.5978 -0.165 -0.289 -0.346
H -3.7615 1.4384 4.7204 -0.016 0.047 -0.068
C 2.9267 -4.2600 1.2339 0.076 1.329 -1.066
O 1.8351 -4.2448 0.6605 -1.139 -0.784 -0.264
N 3.2558 -3.3287 2.0731 -0.804 2.381 2.617
N 3.9682 -4.9880 0.9134 1.077 -2.898 -1.832
H 2.4624 -2.7708 2.3550 0.492 0.191 0.534
H 4.1518 -3.2711 2.5357 -0.207 0.378 0.201
H 4.8628 -4.9425 1.3800 -0.364 0.096 -0.296
H 3.8548 -5.4345 0.0146 0.412 -0.614 0.061
C 2.4673 -5.2088 -2.7042 1.718 -1.270 1.434
O 2.5297 -6.1714 -1.9878 -0.629 -3.039 1.095
N 2.7754 -5.1475 -3.9523 0.813 -0.713 -6.215
N 2.3949 -4.0278 -2.2105 -1.184 4.163 1.903
H 3.0596 -5.9247 -4.5313 -0.247 -0.067 0.537
H 2.6817 -4.2726 -4.4481 0.007 -0.341 0.025
H 2.1742 -4.0446 -1.2250 0.004 0.926 0.280
H 2.6497 -3.2611 -2.8166 -0.323 0.462 0.974
C -2.3147 6.2136 -3.5571 0.019 -0.762 2.455
O -1.2070 6.6564 -3.4003 2.644 1.616 -1.024
N -3.1533 6.1652 -2.5426 -1.275 0.419 1.201
N -2.7962 5.5269 -4.5670 -0.523 -1.231 -3.375
H -2.8857 6.6505 -1.6981 -0.556 -0.376 -0.060
H -3.8737 5.4614 -2.6179 -0.140 0.619 0.991
H -2.1913 5.2216 -5.3160 -0.272 0.471 -0.122
H -3.7424 5.1829 -4.4868 0.275 0.018 -0.454
C -5.1909 2.4379 -2.1010 1.507 0.579 -1.263
O -4.5268 3.4763 -2.1673 -0.043 0.527 0.677
N -5.7185 1.9040 -3.1785 -1.180 -0.174 -2.747
N -5.3621 1.6219 -1.0959 0.105 -1.055 3.313
H -5.6718 0.8998 -3.2753 -0.418 0.342 -0.608
H -5.6708 2.4897 -3.9999 0.066 -0.628 -0.119
H -5.9003 0.7844 -1.2661 0.113 0.276 0.434
H -4.9143 1.7542 -0.2003 -0.185 -0.035 -0.185
C 0.3287 -4.4647 7.5849 -0.796 -0.140 -1.861
O -0.4448 -4.0238 6.7072 0.186 -0.916 1.363
N 0.4286 -5.7030 8.0615 -1.865 -2.099 -0.831
N 1.3034 -3.7823 8.1231 1.251 3.097 0.636
H -0.3017 -6.2994 7.6996 0.476 -0.652 0.671
H 1.0451 -5.8872 8.8400 -0.727 -0.462 -0.209
H 1.2690 -2.8236 7.8071 1.258 -0.032 0.164
H 2.1082 -4.3170 8.4171 0.153 1.072 -0.083
```
Positions in Å, forces in eV/Å.

Computed properties:
- Strongest force on any atom: 7.60 eV/A
- Frontier orbital gap (alpha / beta): 0.2779 / 0.2219 Ha
- Net charge: +1
- Energy: -7582.322714 hartree
- Spin multiplicity: 6
- HOMO level (alpha / beta): -9.99 / -9.99 eV

Here are the Mulliken charges for atoms 1 to 99, given in e: Fe 1.10; C 0.36; F -0.22; F -0.25; F -0.11; S 2.18; O -1.02; O -0.99; O -0.72; C 0.11; O 0.35; O 0.44; C -0.09; F 0.29; F -0.21; F -0.06; C -1.40; C -0.12; H 0.44; H 0.36; H -0.33; H 0.11; H 0.61; H -0.30; C -0.50; C 1.33; C -1.16; O 0.21; C -1.08; N 0.82; H -0.20; H 0.87; H -0.26; H -1.02; H 0.47; H 0.24; H 0.29; H 0.31; H 0.33; H 0.44; H -0.55; C -1.06; C 1.40; C -0.87; O 0.12; C -0.93; N -0.60; H 0.23; H 0.74; H -0.45; H -0.18; H -0.06; H 0.49; H 0.32; H 0.32; H 0.21; H 0.28; H 0.15; C -1.27; C 0.42; C -0.13; O -0.33; C 0.29; N -0.73; H 0.28; H 0.23; H 0.41; H 0.26; H 0.18; H -0.08; H -0.74; H 0.44; H 0.37; H 0.27; H 0.28; C -1.11; C 1.00; C -1.03; O -0.27; C -0.89; N -0.62; H 0.40; H 0.37; H -0.09; H 0.23; H 0.40; H 0.39; H 0.36; H 0.34; H 0.28; H 0.09; H 0.37; C -1.61; C 0.84; C -1.25; O -0.40; C -0.39; N 0.56; H 0.29